Record 1
Formula: C4H4AgLiO5
Source: the OMol25 dataset
Level of theory: the ωB97M-V functional and the def2-TZVPD basis

Positions of all 15 atoms, in Å:
O -0.464 1.576 -0.267
O -0.185 -0.343 0.757
C 1.471 -1.931 -0.362
C 2.908 -1.522 -0.194
O 3.007 -0.121 -0.160
C -0.974 0.517 0.209
H 1.064 -2.680 0.324
H 0.988 -1.668 -1.310
H 3.500 -1.926 -1.038
H 3.316 -1.969 0.732
O -2.843 -0.989 0.171
O -3.245 1.149 -0.215
C -2.457 0.201 0.040
Ag 1.436 0.879 0.156
Li -4.655 -0.233 -0.089

**E_tot**: -685.4219 Ha
**2S+1**: 3
**HOMO level (spin up / spin down)**: -7.923 / -9.251 eV
**Orbital gap (spin up / spin down)**: 7.2522 / 7.2805 eV
**ΔE to the lowest compared entry with this formula, charge and spin**: 0.0000 eV

Record 2
Formula: C27H53Br2O10P
Source: the OMol25 dataset
Level of theory: the ωB97M-V functional and the def2-TZVPD basis

Positions of all 93 atoms, in Å:
O -3.559 5.392 0.427
C -2.427 6.040 0.053
O -1.635 6.922 0.925
P -1.770 5.743 -1.736
O -0.087 5.499 -1.229
C 0.196 4.150 -1.819
C -1.044 3.171 -1.361
Br -0.740 2.793 0.591
Br -1.637 1.693 -2.577
O -2.228 4.076 -1.398
H -1.494 7.179 -1.878
H -3.122 5.951 -2.194
H -1.440 5.514 -3.121
H 1.284 3.863 -1.436
H 0.371 4.259 -2.995
C -6.531 4.688 2.774
C -7.786 3.914 3.083
C -8.673 4.264 1.908
O -7.807 4.497 0.789
C -6.457 4.582 1.266
H -5.640 4.299 3.273
H -6.660 5.737 3.069
H -7.568 2.839 3.080
H -8.234 4.169 4.047
H -9.234 5.186 2.095
H -9.381 3.467 1.666
H -5.936 3.669 0.958
H -5.957 5.440 0.809
C -6.088 -0.605 -1.339
C -6.075 -1.548 -2.514
C -4.682 -1.342 -3.070
O -3.838 -1.000 -1.961
C -4.669 -0.717 -0.827
H -6.836 -0.856 -0.582
H -6.281 0.418 -1.686
H -6.188 -2.580 -2.163
H -6.860 -1.348 -3.248
H -4.656 -0.508 -3.779
H -4.293 -2.235 -3.567
H -4.566 -1.550 -0.122
H -4.325 0.199 -0.337
C -1.592 -3.053 0.642
C -0.288 -3.500 1.251
C 0.714 -2.626 0.528
O 0.045 -1.397 0.214
C -1.359 -1.570 0.448
H -2.465 -3.269 1.264
H -1.734 -3.539 -0.330
H -0.281 -3.269 2.322
H -0.089 -4.568 1.129
H 1.034 -3.083 -0.414
H 1.601 -2.418 1.133
H -1.619 -1.007 1.351
H -1.927 -1.163 -0.393
C 5.276 -1.681 3.898
C 4.005 -1.755 3.091
C 4.234 -0.689 2.042
O 5.648 -0.629 1.810
C 6.310 -1.384 2.834
H 5.493 -2.592 4.461
H 5.217 -0.845 4.606
H 3.927 -2.739 2.613
H 3.100 -1.588 3.679
H 3.912 0.295 2.399
H 3.715 -0.906 1.103
H 6.686 -2.306 2.378
H 7.159 -0.814 3.221
C 4.257 -0.150 -2.995
C 5.416 -0.164 -2.031
C 5.350 1.226 -1.437
O 3.970 1.618 -1.447
C 3.237 0.684 -2.252
H 3.888 -1.146 -3.252
H 4.552 0.357 -3.921
H 5.240 -0.913 -1.250
H 6.378 -0.381 -2.502
H 5.906 1.946 -2.046
H 5.735 1.263 -0.414
H 2.634 0.065 -1.578
H 2.566 1.224 -2.925
C 5.655 -5.291 -1.233
C 6.043 -5.981 0.049
C 5.338 -5.137 1.089
O 4.154 -4.616 0.469
C 4.235 -4.858 -0.943
H 5.734 -5.929 -2.117
H 6.290 -4.410 -1.387
H 5.639 -7.000 0.059
H 7.123 -6.039 0.208
H 5.955 -4.287 1.397
H 5.065 -5.710 1.980
H 3.520 -5.652 -1.187
H 3.951 -3.954 -1.489

**Net charge**: -2
**E_tot**: -7302.0881 Ha
**2S+1**: 1
**HOMO level**: 0.363 eV
**Orbital gap**: 2.7295 eV
**ΔE to the lowest compared entry with this formula, charge and spin**: 3.3538 eV

Record 3
Formula: C24H49B3BrClN3O7P
Source: the OMol25 dataset
Level of theory: the ωB97M-V functional and the def2-TZVPD basis

Positions of all 89 atoms, in Å:
C -0.735 -0.666 1.608
C -0.422 0.803 1.510
O 0.289 1.376 2.298
N -1.072 1.484 0.421
C -1.323 2.908 0.740
C -2.031 3.084 2.094
C -3.307 3.951 2.040
C -4.558 3.135 2.418
B -4.787 1.956 1.428
O -4.464 2.090 0.068
B -5.429 1.625 -0.784
Br -5.728 2.499 -2.466
O -6.186 0.538 -0.413
B -5.694 -0.072 0.739
P -5.594 -2.003 0.719
O -4.835 -2.295 -0.707
Cl -4.133 -2.365 2.124
O -5.354 0.734 1.794
H -0.026 -1.227 0.994
H -0.673 -0.997 2.642
H -1.734 -0.855 1.218
H -0.402 1.471 -0.349
H -0.411 3.512 0.696
H -1.981 3.283 -0.048
H -1.331 3.534 2.798
H -2.281 2.105 2.516
H -3.217 4.807 2.711
H -3.456 4.351 1.034
H -5.443 3.784 2.373
H -4.488 2.770 3.447
H -4.212 -1.604 -0.966
C 3.124 -5.803 1.323
C 2.623 -4.789 2.356
C 3.066 -5.174 3.773
C 2.287 -6.346 4.364
C 0.785 -6.076 4.312
C 0.283 -5.751 2.903
N 1.127 -4.655 2.322
O 0.746 -3.498 2.718
C 0.296 -7.013 2.027
C -1.167 -5.273 2.944
C 3.237 -3.446 1.974
H 2.779 -6.817 1.488
H 2.823 -5.501 0.319
H 4.214 -5.828 1.357
H 2.940 -4.304 4.424
H 4.135 -5.398 3.748
H 2.532 -7.272 3.837
H 2.591 -6.495 5.401
H 0.225 -6.937 4.687
H 0.551 -5.233 4.971
H 0.197 -6.754 0.972
H -0.554 -7.637 2.302
H 1.183 -7.626 2.152
H -1.301 -4.424 3.610
H -1.791 -6.091 3.305
H -1.515 -4.986 1.951
H 2.857 -3.104 1.010
H 4.319 -3.570 1.895
H 3.030 -2.677 2.713
C 1.567 2.692 -5.749
C 0.762 3.211 -4.553
C 0.240 4.630 -4.812
C 1.317 5.707 -4.719
C 2.045 5.627 -3.380
C 2.644 4.244 -3.103
N 1.578 3.202 -3.292
O 0.851 3.060 -2.248
C 3.859 3.991 -4.005
C 3.139 4.164 -1.662
C -0.413 2.255 -4.375
H 2.429 3.298 -6.002
H 1.911 1.674 -5.561
H 0.918 2.676 -6.625
H -0.544 4.850 -4.080
H -0.234 4.645 -5.796
H 2.022 5.616 -5.550
H 0.853 6.690 -4.819
H 2.850 6.365 -3.333
H 1.342 5.871 -2.578
H 4.128 2.934 -4.007
H 4.707 4.554 -3.614
H 3.718 4.316 -5.032
H 2.359 4.412 -0.949
H 3.959 4.872 -1.537
H 3.508 3.163 -1.432
H -0.067 1.260 -4.092
H -0.944 2.180 -5.325
H -1.111 2.602 -3.617

**E_tot**: -5085.1951 Ha
**2S+1**: 3
**HOMO level (spin up / spin down)**: -8.140 / -9.058 eV
**Orbital gap (spin up / spin down)**: 8.2103 / 9.1282 eV

Record 4
Formula: C4H4N2O
Source: the OMol25 dataset
Level of theory: the ωB97M-V functional and the def2-TZVPD basis

Positions of all 11 atoms, in Å:
H 2.565 -0.210 -0.019
N 2.003 -1.154 0.192
C 0.738 -0.757 -0.271
C -0.633 -1.110 -0.070
C -1.380 -0.116 0.139
N -0.710 1.119 -0.030
C 0.605 0.834 -0.124
O 1.448 1.600 -0.020
H -1.055 -2.004 -0.154
H -2.469 -0.219 0.023
H -1.113 2.016 0.334

**E_tot**: -339.4806 Ha
**2S+1**: 1
**HOMO level**: -9.282 eV
**Orbital gap**: 8.6986 eV
**ΔE to the lowest compared entry with this formula, charge and spin**: 2.7503 eV

Record 5
Formula: CH2N4
Source: the OMol25 dataset
Level of theory: the ωB97M-V functional and the def2-TZVPD basis

Positions of all 7 atoms, in Å:
C -0.915 -0.351 0.338
N -0.669 -0.584 -0.974
N 0.493 -0.062 -1.231
N 0.896 0.517 -0.048
N 0.052 0.362 0.882
H -1.746 -0.712 0.901
H 1.889 0.829 0.132

**E_tot**: -258.2821 Ha
**2S+1**: 1
**HOMO level**: -10.859 eV
**Orbital gap**: 11.8957 eV
**ΔE to the lowest compared entry with this formula, charge and spin**: 1.7328 eV

Record 6
Formula: C13H10I2N2O5PdS2
Source: the OMol25 dataset
Level of theory: the ωB97M-V functional and the def2-TZVPD basis

Positions of all 35 atoms, in Å:
Pd 0.482 -1.208 -1.509
O -5.144 2.525 2.794
C -4.831 2.376 1.502
O -5.607 2.637 0.634
C -3.461 1.834 1.162
C -3.327 1.228 -0.083
C -2.100 0.744 -0.487
C -0.988 0.898 0.335
C -1.115 1.489 1.588
C -2.355 1.956 1.994
N 0.267 0.429 -0.139
C 1.389 0.923 0.210
C 2.644 0.337 -0.261
C 3.868 0.786 0.195
C 5.024 0.155 -0.255
C 4.913 -0.899 -1.142
C 3.648 -1.290 -1.567
N 2.547 -0.683 -1.139
H -4.501 2.121 3.389
H -4.199 1.153 -0.719
H -2.006 0.255 -1.449
H -0.271 1.570 2.260
H -2.434 2.437 2.961
H 1.443 1.794 0.860
H 3.916 1.609 0.894
H 5.995 0.486 0.090
H 5.784 -1.421 -1.512
H 3.520 -2.107 -2.265
I 0.371 0.366 -3.648
I -0.163 -4.200 -3.455
O -1.128 -4.128 1.115
S -0.639 -3.448 -0.020
O -1.432 -2.402 -0.652
O 0.786 -3.160 -0.156
S -0.894 -5.162 -1.524

**Net charge**: +2
**E_tot**: -2506.0798 Ha
**2S+1**: 5
**HOMO level (spin up / spin down)**: -14.813 / -14.818 eV
**Orbital gap (spin up / spin down)**: 7.0962 / 4.2452 eV
**ΔE to the lowest compared entry with this formula, charge and spin**: 0.0000 eV

Record 7
Formula: C6H8NO2S
Source: the OMol25 dataset
Level of theory: the ωB97M-V functional and the def2-TZVPD basis

Positions of all 18 atoms, in Å:
C -0.665 1.319 0.112
C 0.546 1.691 -0.384
C 1.043 -0.536 -0.277
C -2.097 1.219 0.395
C -1.262 -1.247 0.630
C 1.904 -1.691 -0.416
N -0.126 -0.515 0.199
O 1.495 0.674 -0.565
O 0.887 2.924 -0.744
S -2.666 -0.451 -0.124
H -2.404 1.279 1.403
H -2.620 2.120 0.014
H -1.051 -2.227 0.225
H -1.200 -1.468 1.672
H 1.663 -2.357 -1.278
H 2.911 -1.380 -0.471
H 1.818 -2.300 0.567
H 1.823 2.944 -0.958

**Net charge**: +1
**E_tot**: -836.5009 Ha
**2S+1**: 1
**HOMO level**: -13.341 eV
**Orbital gap**: 9.4041 eV
**ΔE to the lowest compared entry with this formula, charge and spin**: 1.1153 eV

Record 8
Formula: C6H16N3
Source: the OMol25 dataset
Level of theory: the ωB97M-V functional and the def2-TZVPD basis

Positions of all 25 atoms, in Å:
C -0.952 -2.024 -1.414
C 0.129 -1.325 -0.412
C 1.607 -1.689 -0.500
C 0.076 0.172 -0.659
N -1.023 1.187 -0.363
N -2.084 0.700 0.473
C 0.378 1.154 0.502
C 1.087 2.492 0.310
N 0.175 0.741 1.803
H -0.402 -2.293 -2.288
H -1.776 -1.361 -1.419
H -1.321 -2.929 -1.019
H -0.126 -1.480 0.639
H 2.187 -1.392 -1.331
H 1.669 -2.734 -0.230
H 2.117 -1.299 0.342
H 0.499 0.310 -1.609
H -1.519 0.462 1.393
H -2.600 -0.035 -0.109
H -2.813 1.438 0.633
H 1.694 2.737 1.149
H 0.349 3.261 0.087
H 1.657 2.437 -0.564
H 0.638 -0.127 2.093
H 0.354 1.597 2.494

**Net charge**: +1
**E_tot**: -402.1323 Ha
**2S+1**: 1
**HOMO level**: -13.886 eV
**Orbital gap**: 10.8025 eV
**ΔE to the lowest compared entry with this formula, charge and spin**: 2.2728 eV

Record 9
Formula: C7H16N2O
Source: the OMol25 dataset
Level of theory: the ωB97M-V functional and the def2-TZVPD basis

Positions of all 26 atoms, in Å:
C -0.930 -1.841 -1.474
N -0.139 -1.585 -0.286
C 0.263 -2.821 0.352
C -0.840 -0.701 0.636
C -0.921 0.693 0.037
O -1.944 1.112 -0.453
C 0.335 1.579 0.074
C 0.180 2.451 1.333
C 1.646 0.801 0.121
N 0.367 2.470 -1.078
H -1.853 -2.402 -1.254
H -1.206 -0.895 -1.943
H -0.325 -2.417 -2.178
H -0.590 -3.418 0.708
H 0.825 -3.419 -0.362
H 0.906 -2.595 1.196
H -0.283 -0.659 1.573
H -1.866 -1.051 0.844
H -0.738 3.032 1.268
H 0.141 1.841 2.230
H 1.025 3.133 1.394
H 1.682 0.059 -0.673
H 1.775 0.296 1.073
H 2.463 1.506 -0.014
H 0.580 1.943 -1.919
H -0.552 2.888 -1.205

**E_tot**: -461.0537 Ha
**2S+1**: 1
**HOMO level**: -8.775 eV
**Orbital gap**: 9.5971 eV
**ΔE to the lowest compared entry with this formula, charge and spin**: 1.3633 eV

Record 10
Formula: C7H10N2O3
Source: the OMol25 dataset
Level of theory: the ωB97M-V functional and the def2-TZVPD basis

Positions of all 22 atoms, in Å:
C -0.684 0.284 -3.196
O 0.280 -0.543 -2.386
C -0.170 -0.787 -1.110
C 0.753 -1.679 -0.366
C 1.399 -1.412 0.816
C 1.512 -0.348 1.784
C 0.955 0.822 2.147
C -0.377 1.260 1.828
N -1.304 1.956 2.633
N -0.962 0.886 0.661
O -2.183 0.709 0.424
O -0.068 0.613 -0.360
H -1.514 -0.332 -3.361
H -0.163 0.383 -4.084
H -0.836 1.297 -2.611
H -1.248 -1.007 -1.115
H 0.847 -2.646 -0.828
H 2.016 -2.342 1.077
H 2.591 -0.477 2.179
H 1.369 1.262 3.027
H -1.280 1.596 3.573
H -2.180 2.032 2.168

**E_tot**: -607.7484 Ha
**2S+1**: 1
**HOMO level (spin up / spin down)**: -7.539 / -7.543 eV
**Orbital gap (spin up / spin down)**: 7.2550 / 7.2582 eV
**ΔE to the lowest compared entry with this formula, charge and spin**: 6.7775 eV

Record 11
Formula: C3H18O6
Source: the OMol25 dataset
Level of theory: the ωB97M-V functional and the def2-TZVPD basis

Positions of all 27 atoms, in Å:
O -0.771 1.019 0.934
H -0.407 0.481 1.637
H -0.340 0.701 0.140
O -2.353 1.496 2.459
H -1.582 1.008 2.172
H -2.898 1.568 1.675
O -1.690 1.605 -1.247
H -2.183 1.416 -0.448
H -1.227 2.420 -1.055
O -0.488 -1.429 1.057
H -1.444 -1.447 1.015
H -0.222 -0.947 0.274
O 0.978 -1.181 2.558
H 0.360 -1.106 1.831
H 1.399 -2.031 2.428
C 1.026 0.367 -2.341
C 0.758 -0.724 -1.318
C 1.937 -0.701 -0.288
O -0.379 -0.248 -0.617
H 0.266 0.393 -3.122
H 1.995 0.272 -2.831
H 0.954 1.287 -1.760
H 0.593 -1.729 -1.706
H 1.826 -1.470 0.476
H 2.199 0.207 0.255
H 2.787 -0.960 -0.919
H -1.094 -0.266 -1.257

**E_tot**: -576.2708 Ha
**2S+1**: 1
**HOMO level**: -9.732 eV
**Orbital gap**: 9.7324 eV
**ΔE to the lowest compared entry with this formula, charge and spin**: 7.4508 eV

Record 12
Formula: C16H21Cl2N3PdSSe2
Source: the OMol25 dataset
Level of theory: the ωB97M-V functional and the def2-TZVPD basis

Positions of all 46 atoms, in Å:
Pd -0.273 0.983 -1.163
C -0.044 -1.601 1.081
Se 0.465 -1.615 -0.893
C -1.311 -2.475 -1.576
C -2.583 -1.753 -1.442
Se -2.508 0.270 -1.876
C -3.913 0.859 -0.636
H -0.661 -0.664 1.215
H 0.833 -1.567 1.747
H -0.645 -2.497 1.340
H -1.289 -3.452 -1.109
H -1.007 -2.604 -2.618
H -2.900 -1.752 -0.406
H -3.384 -2.008 -2.119
H -3.428 1.746 -0.301
H -4.070 0.201 0.186
H -4.768 1.156 -1.244
C 2.504 1.447 3.810
C 1.044 1.414 3.469
C 0.035 1.058 4.313
C -1.285 0.984 3.804
N -1.590 1.512 2.594
C -0.609 1.908 1.807
S -0.862 2.663 0.305
N 0.678 1.832 2.189
C -2.393 0.352 4.577
H 3.166 1.434 2.847
H 2.791 0.569 4.445
H 2.752 2.410 4.311
H 0.288 0.808 5.377
H 1.394 2.059 1.524
H -1.943 -0.407 5.225
H -3.066 -0.212 3.856
H -3.018 1.018 5.121
Cl 2.943 0.466 -1.152
C 2.788 -0.036 -2.767
C 3.947 -0.090 -3.563
C 3.854 -0.500 -4.882
C 2.609 -0.531 -5.557
C 1.422 -0.539 -4.813
Cl 0.032 -0.919 -5.740
C 1.479 -0.347 -3.359
N 0.342 -0.503 -2.628
H 4.904 0.199 -3.131
H 4.711 -0.659 -5.509
H 2.567 -0.618 -6.660

**E_tot**: -7035.6995 Ha
**2S+1**: 3
**HOMO level (spin up / spin down)**: -5.799 / -6.382 eV
**Orbital gap (spin up / spin down)**: 4.9638 / 5.5559 eV
**ΔE to the lowest compared entry with this formula, charge and spin**: 0.0000 eV

Repeat the first record exactly.
Formula: C4H4AgLiO5
Source: the OMol25 dataset
Level of theory: the ωB97M-V functional and the def2-TZVPD basis

Positions of all 15 atoms, in Å:
O -0.464 1.576 -0.267
O -0.185 -0.343 0.757
C 1.471 -1.931 -0.362
C 2.908 -1.522 -0.194
O 3.007 -0.121 -0.160
C -0.974 0.517 0.209
H 1.064 -2.680 0.324
H 0.988 -1.668 -1.310
H 3.500 -1.926 -1.038
H 3.316 -1.969 0.732
O -2.843 -0.989 0.171
O -3.245 1.149 -0.215
C -2.457 0.201 0.040
Ag 1.436 0.879 0.156
Li -4.655 -0.233 -0.089

**E_tot**: -685.4219 Ha
**2S+1**: 3
**HOMO level (spin up / spin down)**: -7.923 / -9.251 eV
**Orbital gap (spin up / spin down)**: 7.2522 / 7.2805 eV
**ΔE to the lowest compared entry with this formula, charge and spin**: 0.0000 eV